one.
Entry from the Open Molecules 2025 dataset: 11 unconnected molecules or ions with the total composition H21O11 (wB97M-V/def2-TZVPD).

Each atom is followed by the atoms it is bonded to, with distances in Å.
Atoms and positions in Å:
1 O 1.670 1.193 -2.273  H23 0.952, H31 0.958
2 O -1.493 -2.310 -0.101  H16 0.928, H28 0.917
3 O 0.950 0.155 2.840  H20 0.931, H29 0.976
4 O 0.620 0.503 0.140  H21 0.948
5 O 0.066 3.131 0.244  H17 0.966, H27 1.020
6 O -3.833 0.229 -0.175  H24 0.948, H25 0.943
7 O -1.676 0.105 1.649  H12 0.939, H26 0.959
8 O -1.514 -0.024 -2.025  H13 0.953, H15 0.978
9 O 1.073 -1.866 -2.076  H18 0.980, H32 0.940
10 O 2.217 -1.498 0.240  H14 0.990, H19 1.037
11 O 2.779 1.865 0.699  H22 0.915, H30 1.015
12 H -1.419 0.816 2.207  O7 0.939
13 H -1.554 -0.819 -1.501  O8 0.953
14 H 1.628 -1.976 0.876  O10 0.990
15 H -2.359 0.439 -1.857  O8 0.978
16 H -0.960 -1.833 0.491  O2 0.928
17 H 0.206 2.177 0.194  O5 0.966
18 H 1.616 -1.715 -1.274  O9 0.980
19 H 1.644 -0.638 0.157  O10 1.037
20 H 0.683 0.279 1.957  O3 0.931
21 H -0.137 0.396 -0.420  O4 0.948
22 H 3.169 1.384 1.372  O11 0.915
23 H 1.349 0.652 -2.988  O1 0.952
24 H -4.471 -0.103 0.443  O6 0.948
25 H -2.999 -0.062 0.155  O6 0.943
26 H -1.050 0.260 0.939  O7 0.959
27 H -0.917 3.289 0.468  O5 1.020
28 H -1.045 -3.097 -0.243  O2 0.917
29 H 1.767 -0.347 2.660  O3 0.976
30 H 1.944 1.313 0.530  O11 1.015
31 H 1.296 0.825 -1.472  O1 0.958
32 H 0.749 -2.721 -1.857  O9 0.940

Properties
- Kohn-Sham gap (eV) = 9.30
- charge = -1
- LUMO energy (eV) = 2.670

These are the natural (NBO) partial charges, in e, on atoms 1 to 8:
1. O -0.97
2. O -0.94
3. O -0.97
4. O -1.26
5. O -0.97
6. O -0.97
7. O -0.98
8. O -0.96


two.
Entry from the Open Molecules 2025 dataset: 11 unconnected molecules or ions with the total composition H21O11 (wB97M-V/def2-TZVPD).

Each atom is followed by the atoms it is bonded to, with distances in Å.
Atoms and positions in Å:
1 O -0.134 3.107 0.753  H21 0.972, H22 0.966
2 O 2.287 0.806 1.375  H20 0.993, H23 0.963
3 O -1.725 1.914 -1.688  H14 0.942, H30 0.978
4 O -0.598 -1.234 3.281  H24 0.951, H29 0.956
5 O 0.967 -1.779 1.108  H19 0.997, H31 1.004
6 O 2.023 2.153 -1.308  H13 0.982, H17 0.970
7 O -1.865 -1.025 -1.219  H16 0.948, H28 0.976
8 O -2.107 0.576 1.490  H12 0.951, H15 0.961
9 O 1.667 -0.798 -1.865  H25 0.941, H26 0.966
10 O 0.302 -3.463 -1.111  H18 0.934, H32 0.946
11 O 0.094 0.644 0.044  H27 0.937
12 H -1.376 0.647 0.886  O8 0.951
13 H 2.167 1.671 -2.151  O6 0.982
14 H -1.304 1.350 -1.062  O3 0.942
15 H -2.788 0.778 0.843  O8 0.961
16 H -2.521 -0.362 -1.048  O7 0.948
17 H 1.352 1.655 -0.815  O6 0.970
18 H 0.393 -2.981 -0.316  O10 0.934
19 H 1.766 -1.714 1.701  O5 0.997
20 H 1.385 0.742 0.964  O2 0.993
21 H -0.739 3.420 0.059  O1 0.972
22 H -0.052 2.163 0.563  O1 0.966
23 H 2.986 0.854 0.714  O2 0.963
24 H 0.063 -1.738 3.744  O4 0.951
25 H 1.174 -0.235 -1.294  O9 0.941
26 H 0.961 -1.345 -2.234  O9 0.966
27 H -0.198 -0.160 -0.338  O11 0.937
28 H -1.808 -1.740 -0.557  O7 0.976
29 H -0.276 -1.238 2.381  O4 0.956
30 H -2.227 1.438 -2.379  O3 0.978
31 H 0.713 -0.828 0.909  O5 1.004
32 H -0.575 -3.282 -1.415  O10 0.946

Properties
- Kohn-Sham gap (eV) = 9.38
- charge = -1
- LUMO energy (eV) = 2.660

These are the natural (NBO) partial charges, in e, on atoms 1 to 8:
1. O -0.97
2. O -1.01
3. O -0.98
4. O -0.94
5. O -1.02
6. O -0.98
7. O -0.98
8. O -0.95


three.
Entry from the Open Molecules 2025 dataset: 11 unconnected molecules or ions with the total composition H21O11 (wB97M-V/def2-TZVPD).

Each atom is followed by the atoms it is bonded to, with distances in Å.
Atoms and positions in Å:
1 O 0.639 2.698 1.047  H16 0.962, H20 1.009
2 O 0.191 -1.917 1.532  H28 0.970, H32 0.961
3 O 0.950 -0.844 -3.447  H19 0.975, H31 0.960
4 O -0.422 1.744 3.224  H18 0.958, H21 0.955
5 O -0.695 1.169 -0.578  H14 1.052, H22 0.959
6 O 1.661 -1.077 -0.787  H13 0.979, H25 0.961
7 O -2.136 3.493 1.217  H23 0.970, H24 0.961
8 O 3.841 0.463 -0.849  H12 0.962, H30 0.985
9 O -0.931 -1.261 -1.193  H15 0.961
10 O -1.572 -2.967 -3.125  H27 0.988, H29 0.957
11 O -1.454 -1.702 3.800  H17 0.974, H26 0.959
12 H 3.669 0.632 -1.779  O8 0.962
13 H 0.702 -0.966 -0.946  O6 0.979
14 H -0.791 0.154 -0.841  O5 1.052
15 H -1.850 -1.255 -1.475  O9 0.961
16 H 1.471 2.225 1.141  O1 0.962
17 H -0.796 -1.643 3.083  O11 0.974
18 H -1.370 1.841 3.126  O4 0.958
19 H 0.164 -0.917 -2.874  O3 0.975
20 H 0.157 2.056 0.436  O1 1.009
21 H 0.068 2.541 3.034  O4 0.955
22 H -1.540 1.576 -0.781  O5 0.959
23 H -1.261 3.104 1.375  O7 0.970
24 H -2.103 3.813 0.311  O7 0.961
25 H 1.780 -1.955 -1.160  O6 0.961
26 H -1.120 -2.361 4.412  O11 0.959
27 H -1.168 -2.605 -2.299  O10 0.988
28 H -0.192 -2.105 0.661  O2 0.970
29 H -1.192 -2.568 -3.908  O10 0.957
30 H 3.030 -0.037 -0.602  O8 0.985
31 H 1.395 -0.065 -3.108  O3 0.960
32 H 0.875 -1.265 1.351  O2 0.961

Properties
- Kohn-Sham gap (eV) = 10.01
- charge = -1
- LUMO energy (eV) = 3.065

These are the natural (NBO) partial charges, in e, on atoms 1 to 8:
1. O -1.03
2. O -0.98
3. O -0.98
4. O -0.96
5. O -1.04
6. O -1.00
7. O -0.97
8. O -0.98


Comparing the structures above, three comes out on top by 0.859 eV.